Entry 1:
The following is a DFT calculation (ωB97M-V/def2-TZVPD) of C21H43Ag2Cl3F3O9S as an isolated structure at a distorted geometry.

```
! wB97M-V def2-TZVPD RIJCOSX def2/J DEFGRID3
* xyz 1 1
Ag 4.97434 -5.75872 -9.40316
Ag 6.35519 -7.77819 -14.26303
Cl -1.78249 -7.86353 -13.38698
Cl -3.44381 -10.25967 -14.08193
Cl -2.02606 -10.14623 -11.68582
S 9.29654 -12.08881 -14.06129
F 6.99106 -13.46927 -13.69155
F 7.81635 -13.62824 -15.72908
F 8.84444 -14.74560 -14.12580
O 8.95656 -9.79527 -9.68147
O 4.80877 -9.36292 -10.93386
O 1.05509 -5.26644 -7.97225
O 10.42586 -12.14568 -14.98539
O 4.34541 -8.99287 -17.40299
O -0.02578 -17.07531 -5.95393
O 8.37409 -10.97614 -14.26042
O -2.23173 -17.35847 -14.00385
O 9.76266 -12.15929 -12.64856
C -1.22109 -15.33585 -14.20215
C -0.54670 -5.45109 -6.17150
C 3.19018 -8.29626 -17.87208
C -0.24312 -5.19563 -8.58932
C 3.81808 -10.39557 -10.89981
C 3.87601 -9.95213 -19.43989
C 1.48604 -15.19964 -5.65147
C 2.62629 -10.08259 -9.95518
C -1.81867 -16.28756 -13.21551
C 3.20872 -10.68103 -12.29182
C 8.17184 -13.60816 -14.42634
C -2.04052 -9.62958 -13.29927
C 5.00318 -9.63156 -18.49750
C -2.01977 -15.46665 -15.38848
C 1.29119 -17.40970 -6.34725
C -1.18955 -4.95991 -7.44466
C -2.34190 -16.91819 -15.36951
C 2.05103 -16.12204 -6.61871
C 0.90141 -5.65608 -6.60193
C -0.04094 -15.63578 -5.63957
C 2.81144 -8.93751 -19.17139
H -0.20529 -4.44093 -9.37487
H -0.52417 -15.44701 -4.68096
H 4.23724 -9.91607 -20.46766
H -1.18747 -10.06365 -13.82080
H 8.02023 -9.66829 -9.85108
H -2.09573 -5.51803 -7.68013
H 1.27609 -6.66180 -6.41152
H 9.34181 -8.91776 -9.73776
H 2.01870 -10.95954 -9.73177
H 2.70741 -8.22177 -19.98686
H -2.99533 -14.98208 -15.34871
H 1.92746 -15.31535 -4.66159
H 5.77479 -8.95995 -18.87387
H 2.08278 -9.21306 -10.32478
H -1.01808 -14.31616 -13.87487
H 1.57592 -4.97731 -6.08001
H -2.67292 -15.87883 -12.67579
H 1.71850 -17.96290 -5.51091
H 3.11450 -9.76069 -9.03533
H 3.29729 -7.23882 -18.11386
H -0.40901 -14.98045 -6.42898
H 3.07984 -16.22485 -6.27363
H -1.01245 -6.30785 -5.68454
H 4.24871 -11.33061 -10.54155
H 9.40222 -10.35955 -10.31753
H -0.23064 -15.76442 -14.35524
H -1.59206 -17.38699 -16.00675
H -1.56274 -3.94867 -7.28276
H 5.52203 -10.53564 -18.17884
H 1.53307 -14.15809 -5.96938
H 1.81540 -9.38018 -19.16501
H -1.03104 -16.58136 -12.52167
H 3.48555 -10.92885 -19.15413
H 2.65413 -9.80311 -12.62317
H -1.58787 -15.15826 -16.34056
H -3.33820 -17.10598 -15.76980
H 4.02402 -10.81008 -13.00367
H 2.36298 -8.35382 -17.16461
H -0.56219 -6.10504 -9.09848
H 1.29696 -18.00134 -7.26268
H 2.09055 -15.89095 -7.68319
H -0.67778 -4.64764 -5.44667
H 2.58842 -11.57577 -12.34441
*
```

For the gap between HOMO and LUMO, the calculation gives 3.954 eV. As for the HOMO energy: -0.3835 hartree. For the total energy, the calculation gives -3874.67455 hartree.



Entry 2:
The following is a DFT calculation (ωB97M-V/def2-TZVPD) of a 2-piece molecular cluster, C7H8NS overall at a distorted geometry.

```
! wB97M-V def2-TZVPD RIJCOSX def2/J DEFGRID3
* xyz 1 3
S 2.05728 1.59270 0.33837
N -3.06328 1.41206 -0.13495
C 0.45229 -1.88061 0.54451
C 0.52561 1.03622 0.15396
C 1.58525 -1.50986 -0.04310
C -0.54930 0.33368 0.35971
C -0.66070 -1.03542 0.69031
C 3.00445 0.42956 -0.50115
C 2.55756 -0.88658 -0.68691
H -3.52846 0.92786 -0.89452
H -3.02381 2.40061 -0.35782
H -1.59198 -1.42617 1.05973
H -1.56435 0.81836 0.09129
H 3.08348 -1.45687 -1.45029
H 3.92455 0.79342 -0.91954
H -3.60985 1.29546 0.71127
H 0.40125 -2.84443 1.03913
*
```

For the gap between HOMO and LUMO (spin up / spin down), the calculation gives 5.852 / 7.709 eV. As for the HOMO energy (spin up / spin down): -0.4297 / -0.4939 hartree. For the total energy, the calculation gives -723.99302 hartree.



Entry 3:
The following is a DFT calculation (ωB97M-V/def2-TZVPD) of C34H25N5S3TeV as an isolated structure.

```
! wB97M-V def2-TZVPD RIJCOSX def2/J DEFGRID3
* xyz 0 4
Te 1.93890 0.47710 0.57725
V -0.69443 -0.05413 1.42364
S -2.28690 1.45208 -5.61792
S -0.32250 -1.12319 -0.86502
S -1.90303 0.47071 -2.87753
N -0.27202 -0.20107 -4.64493
N -2.13805 1.33362 1.41931
N -0.38919 0.79085 3.32040
N 0.21308 -0.79400 -3.48152
N -2.42850 -1.27972 1.42353
C 3.53742 0.82379 1.96725
C 2.11708 -1.08670 -8.01404
C -5.57459 -0.38610 -0.31792
C -2.57249 4.29217 3.66531
C -1.40406 0.54315 -4.53382
C -4.62284 -2.59471 0.33557
C 0.08182 -0.16895 -7.09189
C 1.75558 -1.10639 -5.63074
C -1.06235 1.99037 3.42460
C -3.43321 -0.55774 0.81824
C 4.51120 -0.29993 1.73506
C -2.03482 2.29372 2.38913
C 2.55102 -1.56325 0.87798
C -1.66490 4.01095 4.64127
C -3.30218 0.88255 0.81791
C -0.89825 2.81850 4.54470
C -2.54115 -2.58382 1.48630
C 6.73100 -1.23366 1.76489
C -0.55657 -0.52146 -2.48709
C 6.23868 -2.41737 1.23111
C -4.32328 1.61281 0.26317
C 2.54252 -1.39940 -6.72963
C 0.88842 -0.47481 -8.18139
C -5.45083 0.96912 -0.30787
C -3.63191 -3.29525 0.95484
C 0.51976 -0.48682 -5.81217
C 5.86812 -0.17709 2.01217
C 0.42566 0.43147 4.28520
C 0.66561 1.21503 5.42613
C 0.00995 2.40560 5.54382
C 4.88873 -2.54322 0.94363
C 4.01947 -1.48739 1.19390
C -4.55419 -1.18532 0.26453
C -2.77295 3.44821 2.54832
H -3.65372 -4.37233 1.03337
H 4.51243 -3.46201 0.51120
H 3.50128 -1.87749 -6.57545
H 3.13034 0.81790 2.98061
H 0.16371 3.04064 6.40802
H 2.30204 -2.13393 -0.01121
H 3.98328 1.79909 1.78197
H -1.53066 4.66577 5.49173
H -6.43684 -0.86687 -0.76119
H -3.51595 3.72182 1.81595
H 2.09174 -1.35247 -4.63711
H -5.47340 -3.10417 -0.10131
H -3.16816 5.19349 3.74068
H -0.86987 0.30900 -7.23529
H 7.78643 -1.12671 1.97703
H 2.73653 -1.31832 -8.87008
H 6.91300 -3.23804 1.02380
H -4.25532 2.68897 0.21364
H -1.72185 -3.11641 1.95799
H 1.98575 -1.96460 1.72278
H 1.35446 0.86487 6.18112
H 6.24837 0.75317 2.41645
H 0.53715 -0.22376 -9.17404
H 0.93631 -0.51791 4.15606
H -6.22585 1.58000 -0.75236
*
```

For the gap between HOMO and LUMO (spin up / spin down), the calculation gives 6.352 / 6.984 eV. As for the HOMO energy (spin up / spin down): -0.2472 / -0.2703 hartree. For the total energy, the calculation gives -3991.05629 hartree.